Density functional theory data (ωB97M-V with the def2-TZVPD basis set) for a cluster of 16 separate species, C20H72N12O16 in total at a distorted geometry.

Geometry (Å):
C -2.223 -0.366 -4.022
O -1.418 -0.814 6.048
C -0.887 -0.965 4.805
C -0.480 4.283 -1.857
H -2.692 3.728 0.596
H -2.348 -0.630 -5.096
O -3.944 -4.150 1.197
H 0.570 -2.523 -4.251
C -1.782 -3.316 -1.444
H 1.075 -1.211 0.520
H 2.729 0.421 1.707
C -4.512 -0.517 -0.418
N 3.472 1.926 -4.166
H 2.139 3.123 1.348
H -0.513 4.023 1.860
H -1.126 6.301 -1.581
H -0.498 -2.870 1.240
C 4.596 -1.024 -1.510
H 0.512 4.550 -2.259
C 0.161 -2.263 1.810
C 2.025 -1.268 -4.014
C 2.467 2.127 -3.412
N -5.724 -0.033 -0.602
H -6.096 0.712 -0.016
H -1.662 -1.022 3.971
H 2.598 -4.725 0.197
H 3.809 -0.948 1.891
H -2.211 -3.746 2.318
C 3.200 3.642 2.868
H -3.089 0.149 -3.605
C -3.490 3.106 0.141
N 2.681 2.324 -2.117
O 2.438 -4.479 -3.098
H -3.985 2.390 0.874
H 3.130 -5.801 -1.040
N 4.431 -2.288 -1.688
H 3.504 -2.589 -1.526
H -0.349 4.083 -0.749
H -2.975 -2.362 1.625
H -1.319 5.656 -3.131
H -1.511 2.780 -1.871
C -0.168 0.319 4.480
C -0.514 3.252 2.677
H 0.668 0.418 5.129
O 1.203 2.237 -4.019
O 2.737 3.799 1.562
H 4.393 1.702 -3.896
O -1.742 2.566 2.721
H -2.405 3.219 3.171
N 2.679 -4.952 -0.825
O -2.770 2.342 -0.768
H 1.447 0.047 -1.222
H 5.799 0.476 -1.604
H 1.913 2.527 -1.454
H 1.483 -2.739 -0.463
H -4.039 3.793 -0.401
H 1.691 5.062 3.689
N -3.012 -3.719 -1.436
H -2.489 5.234 -1.837
H 0.087 -3.913 -1.428
H -3.726 -3.019 -1.371
H -0.443 -0.388 -3.660
C -1.465 5.405 -2.079
H -3.494 -2.640 4.116
H 4.297 3.564 2.858
H -0.780 1.189 4.635
H 6.540 -1.220 -1.759
H 0.398 2.648 2.602
C -3.216 -3.335 2.121
H -3.576 -4.064 0.284
H 5.048 -2.933 -2.274
H -1.141 1.395 1.260
H 2.796 -2.002 -3.854
C 0.237 0.811 -0.045
H -1.119 -5.159 -2.122
H 2.982 4.567 4.879
H 0.013 -0.985 -1.049
H 3.438 5.634 3.588
H 3.293 1.970 -5.168
H -0.274 -1.297 2.074
H -3.165 -1.363 -1.500
H 0.391 -2.863 2.753
H -4.328 -4.194 3.825
H -4.892 -1.673 -2.112
H 0.189 0.405 3.467
N -0.882 -4.236 -1.585
H 1.362 -2.533 -2.293
C -4.067 -3.189 3.384
H -4.959 -2.553 3.287
C 2.195 -4.219 -1.766
H -2.277 1.673 -0.266
N 1.680 -3.070 -1.445
O -3.751 -0.231 0.620
C 2.784 4.776 3.806
H 2.105 -0.839 -4.999
H -3.449 -4.541 -1.909
O -1.515 -2.041 -1.047
O 2.881 0.072 3.642
N -0.893 0.655 0.565
O 1.291 -1.998 1.025
H 4.214 0.821 2.235
H -2.048 -1.555 6.187
H -6.294 -0.033 -1.475
N 5.790 -0.571 -1.713
H -2.205 -1.354 -3.522
H 3.536 2.069 -1.659
O 1.011 1.942 0.164
H 2.709 -0.866 3.813
H -0.176 -1.732 4.595
N -4.213 -1.271 -1.409
O -1.034 0.369 -3.806
H -0.453 3.763 3.655
H 2.295 -0.515 -3.284
N 0.548 -0.130 -0.859
C 3.485 0.031 2.333
H -1.406 -0.217 0.676
O 0.734 -1.771 -3.663
H 2.655 2.806 3.273
O 3.571 -0.191 -1.109
O -0.914 3.127 -2.549

Relative energy (zero: lowest compared OMol25 entry of this formula, charge and spin), eV: 1.058
E, Eh: -2665.9579

=====

Density functional theory data (ωB97M-V with the def2-TZVPD basis set) for a structure of composition C16H16FeNO3 at a distorted geometry.

Geometry (Å):
C 1.664 -1.269 -2.425
Fe -0.396 0.729 3.240
C -1.956 -1.876 -2.307
H -0.902 -1.129 0.537
H -2.114 -2.489 -3.199
H 1.473 -0.814 1.290
C 2.996 -1.849 -2.677
H 3.033 -2.408 -3.626
O -3.070 1.648 3.783
N 0.484 -1.986 -2.623
H 3.719 -1.028 -2.733
O 0.065 1.207 5.986
H -1.032 3.704 0.824
H -2.685 -1.053 -2.300
C 1.112 1.235 1.896
C 1.336 -0.034 -1.986
H -1.902 0.482 -0.888
C -0.965 -0.928 3.575
H -0.731 2.751 -1.392
H -2.126 -2.514 -1.421
C 0.121 1.184 4.820
C -0.167 0.131 -2.023
H 0.256 3.100 2.684
O -1.597 -1.874 3.811
C -0.615 2.115 -0.492
C -1.984 1.387 3.453
H 2.044 0.718 -1.636
C -0.812 0.639 -0.774
C 0.144 2.306 1.927
H -0.469 0.780 -2.872
C 0.761 0.024 1.202
C -0.570 2.705 0.729
H 0.458 -2.959 -2.947
H 2.108 1.359 2.347
H 3.319 -2.534 -1.880
C -0.608 -1.295 -2.350
C -0.391 -0.162 0.448

Relative energy (zero: lowest compared OMol25 entry of this formula, charge and spin), eV: 0.955
E, Eh: -2163.0016
Charge: +1
Multiplicity: 5
Expectation value of S²: 6.11

=====

Density functional theory data (ωB97M-V with the def2-TZVPD basis set) for an isolated molecule of CHClN4 at a distorted geometry.

Geometry (Å):
N 0.819 -1.007 0.502
N 2.828 -0.221 -0.109
N 1.250 -1.674 -0.506
N 2.362 -1.307 -0.915
C 1.826 -0.082 0.777
Cl 4.075 0.685 0.145
H 1.949 0.591 1.553

Relative energy (zero: lowest compared OMol25 entry of this formula, charge and spin), eV: 0.910
E, Eh: -717.7891
SMILES: Cln1cnnn1

=====

Density functional theory data (ωB97M-V with the def2-TZVPD basis set) for a structure of composition C17H14F3NO6S2Tc.

Geometry (Å):
C -3.739 0.466 -0.937
C 0.398 -0.345 1.776
O -0.659 -0.085 0.963
H -2.834 0.105 0.985
C -6.144 -0.181 0.323
F -1.821 2.691 0.867
C 3.380 0.327 -2.276
C 3.607 -1.026 -2.072
O 1.129 1.624 -2.028
H 3.099 -1.551 -1.277
H -4.935 0.755 -2.697
H 2.127 0.926 1.684
H 3.826 2.076 -3.449
H -7.063 0.181 -1.566
C 4.869 0.334 -4.139
C 5.124 -1.023 -3.955
H 6.461 -1.127 -5.642
F -0.620 3.668 -0.663
H 6.923 -2.143 -4.276
H -6.627 -0.831 2.605
Tc -0.303 0.815 -0.725
S 2.339 1.213 -1.191
H -4.894 -0.453 2.078
C -4.939 0.485 -1.651
C -3.746 0.129 0.411
S -2.296 0.892 -1.875
C -4.944 -0.193 1.028
C 6.076 -1.765 -4.849
C 1.772 0.013 1.198
H 5.585 -2.622 -5.311
O 0.257 -0.814 2.865
H 4.669 -2.746 -2.764
C -7.477 -0.525 0.918
O -7.513 -0.853 2.229
O 3.064 2.283 -0.592
C 4.007 1.020 -3.304
F 0.326 2.868 1.117
H 5.359 0.863 -4.946
C -6.128 0.167 -1.024
C 4.483 -1.690 -2.915
O -8.498 -0.480 0.291
N 1.600 0.198 -0.240
H 2.460 -0.802 1.420
C -0.654 2.647 0.204

Relative energy (zero: lowest compared OMol25 entry of this formula, charge and spin), eV: 0.000
E, Eh: -2339.1957
Multiplicity: 4
Expectation value of S²: 3.78